Computed, not measured: 2 unconnected molecules or ions with the total composition C7H8Cl2OSi at a distorted geometry, with ωB97M-V/def2-TZVPD.

Calculated values
- Gap between HOMO and LUMO (spin up / spin down): 4.04 / 2.99 eV
- Highest occupied orbital energy (spin up / spin down): -7.1 / -6.7 eV
- Max |F|: 0.0808 hartree/bohr
- 2S+1: 1

Each line ends with the natural charge from an NBO analysis.
Positions of all 19 atoms, in Å:
1 C 0.811050 0.961364 -3.004175  -0.22
2 C -0.518029 0.675618 -2.842012  -0.20
3 C 1.612738 0.857290 -1.880995  -0.18
4 C -1.041213 0.427969 -1.556851  -0.32
5 C 1.171477 0.612170 -0.619998  -0.16
6 C -0.181832 0.430550 -0.492387  0.19
7 C 2.175251 0.438562 0.444268  -0.61
8 O -2.243707 -2.904792 3.315315  -1.12
9 Si -1.848119 -1.367096 3.418305  1.34
10 Cl -1.317645 -1.193915 5.395143  -0.40
11 Cl -3.528034 -0.271576 3.136501  -0.39
12 H 0.951891 1.296500 -4.048637  0.23
13 H -1.103944 0.751354 -3.694938  0.21
14 H 2.662307 1.276285 -1.926259  0.21
15 H -2.022511 0.219399 -1.253422  0.24
16 H 2.250660 -0.604656 0.774272  0.23
17 H 3.272912 0.759587 0.060337  0.21
18 H 1.870810 1.037807 1.315443  0.23
19 H -2.974060 -3.402419 3.460089  0.51

Cartesian forces (eV/Å) of the 2 atoms listed first:
C -1.129 -0.063 -0.478
C -0.145 -0.057 1.839

Computed, not measured: a single C7H8Cl3NSi molecule at a distorted geometry, with ωB97M-V/def2-TZVPD.

Calculated values
- Gap between HOMO and LUMO (spin up / spin down): 6.39 / 6.73 eV
- Highest occupied orbital energy (spin up / spin down): -5.8 / -9.6 eV
- Max |F|: 0.0927 hartree/bohr
- 2S+1: 3

Each line ends with the natural charge from an NBO analysis.
Positions of all 20 atoms, in Å:
1 C -0.735065 2.410984 -0.141111  -0.23
2 C 0.303587 1.689206 0.344470  -0.35
3 C -1.775028 1.904274 -0.798446  -0.11
4 C 0.115258 0.275350 0.408609  0.07
5 C -1.013737 -0.218175 -0.202805  -0.43
6 C 2.336244 -0.526007 -0.115651  -0.60
7 C 1.204647 -0.551422 1.015551  -0.43
8 N -1.904591 0.583335 -0.775153  -0.08
9 Si -1.443004 -2.050179 -0.334573  1.41
10 Cl -1.109885 -3.017249 1.437118  -0.34
11 Cl -3.380128 -2.455722 -0.802862  -0.33
12 Cl -0.297627 -2.913342 -1.788994  -0.35
13 H -0.826214 3.446332 0.055182  0.23
14 H 1.057195 2.041662 1.113837  0.22
15 H -2.568780 2.570310 -1.306693  0.24
16 H 1.894199 -1.077843 -0.965425  0.21
17 H 3.286942 -0.994816 0.241844  0.22
18 H 2.387838 0.531990 -0.425819  0.22
19 H 1.556559 -0.093705 1.989091  0.22
20 H 0.911592 -1.554984 1.051830  0.22

Cartesian forces (eV/Å) of the 2 atoms listed first:
C -0.138 2.202 0.018
C 2.173 -1.939 2.923

Computed, not measured: a single C7H8ClN3OS molecule at a distorted geometry, with ωB97M-V/def2-TZVPD.

Calculated values
- Gap between HOMO and LUMO (spin up / spin down): 7.94 / 7.95 eV
- Highest occupied orbital energy (spin up / spin down): -9.6 / -9.2 eV
- Max |F|: 0.0675 hartree/bohr
- 2S+1: 1

Each line ends with the natural charge from an NBO analysis.
Positions of all 21 atoms, in Å:
1 C 3.433839 -0.557338 0.285566  0.25
2 C 1.187961 0.567722 -0.300763  0.02
3 C 1.227966 -0.432099 0.623183  0.14
4 C 2.320199 1.108190 -0.785562  0.10
5 C -0.039641 -0.780969 1.393634  -0.45
6 C -1.260490 -1.137720 0.405448  -0.42
7 C -2.337332 -0.049893 0.299272  -0.57
8 N 2.342125 -1.018265 0.925404  -0.44
9 N 3.470965 0.502521 -0.515516  -0.43
10 N -2.259370 0.723417 -2.099821  -0.98
11 O -2.061294 2.681198 -0.381765  -0.89
12 S -1.649702 1.326907 -0.797734  1.62
13 Cl 2.283330 2.423656 -1.916309  0.04
14 H 4.260395 -1.193186 0.591638  0.20
15 H 0.333953 -1.612789 2.064647  0.24
16 H -0.411882 0.089778 2.093433  0.23
17 H -0.847975 -1.426070 -0.555921  0.23
18 H -1.711567 -2.038103 0.570320  0.23
19 H -3.113522 -0.594521 -0.239779  0.25
20 H -2.753796 0.223786 1.324171  0.25
21 H -2.414161 1.193778 -2.983545  0.40

Cartesian forces (eV/Å) of the 2 atoms listed first:
C -0.987 -0.170 0.701
C -1.004 0.905 -0.177

Computed, not measured: a gas-phase ion, C7H8ClN4O3 (charge +1) at a distorted geometry, with ωB97M-V/def2-TZVPD.

Calculated values
- Gap between HOMO and LUMO: 7.40 eV
- Highest occupied orbital energy: -14.0 eV
- Max |F|: 0.0969 hartree/bohr
- 2S+1: 1
- Charge: +1

Each line ends with the natural charge from an NBO analysis.
Positions of all 23 atoms, in Å:
1 C -0.822619 0.254091 0.611579  0.10
2 C 0.580633 2.578123 0.398222  0.63
3 C 2.636197 1.075771 0.294711  0.79
4 C -2.574755 1.249505 -0.535159  0.77
5 C -0.341690 1.447622 -0.141072  0.18
6 C 2.975920 -0.964466 -1.014315  -0.40
7 C -3.141046 -0.743827 0.872571  -0.40
8 N 1.865521 2.261196 0.549191  -0.64
9 N -1.427348 2.009991 -0.855689  -0.62
10 N 2.258609 0.276275 -0.778782  -0.46
11 N -2.126521 0.248472 0.382348  -0.39
12 O 0.154149 3.658063 0.643069  -0.48
13 O 3.573499 0.782155 0.996062  -0.50
14 O -3.687603 1.530674 -0.853960  -0.45
15 Cl 0.887577 0.547521 -1.664428  0.54
16 H 2.430458 -1.402693 -1.805931  0.22
17 H 3.986878 -0.830042 -1.382564  0.24
18 H 2.926188 -1.514794 -0.115353  0.24
19 H -2.556157 -1.249650 1.653304  0.25
20 H -3.683075 -1.205428 0.143676  0.24
21 H -3.871584 -0.243008 1.345075  0.23
22 H 2.324061 2.918090 1.115978  0.45
23 H -1.686112 2.960250 -1.061343  0.47

Cartesian forces (eV/Å) of the 2 atoms listed first:
C -0.784 -1.301 0.523
C 0.033 -1.384 -0.812

Computed, not measured: a gas-phase ion, C7H8ClO2 (charge -1) at a distorted geometry, with ωB97M-V/def2-TZVPD.

Calculated values
- Gap between HOMO and LUMO: 7.23 eV
- Highest occupied orbital energy: -3.7 eV
- Max |F|: 0.1028 hartree/bohr
- 2S+1: 1
- Charge: -1

Each line ends with the natural charge from an NBO analysis.
Positions of all 18 atoms, in Å:
1 C 3.356625 0.504213 0.252980  -0.62
2 C 4.796979 0.837756 0.177707  0.51
3 C 2.445409 -0.540122 0.091046  0.50
4 C 0.777947 -0.396282 0.210376  -0.06
5 C 0.003441 -1.626354 0.579139  -0.68
6 C -1.115996 0.939089 -0.713274  -0.65
7 C 0.279895 0.636492 -0.418660  -0.20
8 O 5.393488 1.904364 0.183737  -0.63
9 O 2.796516 -1.641025 -0.329840  -0.67
10 Cl 5.673868 -0.624143 -0.317849  -0.16
11 H 0.933646 1.492941 -0.723474  0.20
12 H 0.711895 -2.410258 0.976746  0.24
13 H -0.522270 -2.350165 -0.131084  0.22
14 H -0.675080 -1.344293 1.443367  0.20
15 H -1.709770 0.249850 -0.119842  0.20
16 H -1.566397 0.855856 -1.688119  0.21
17 H -1.281431 1.887827 -0.289265  0.21
18 H 2.810442 1.424000 0.629396  0.18

Cartesian forces (eV/Å) of the 2 atoms listed first:
C -0.104 4.850 2.101
C -2.664 -0.271 -1.329

Computed, not measured: a molecular structure, C7H8FN3OP2S at a distorted geometry, with ωB97M-V/def2-TZVPD.

Calculated values
- Gap between HOMO and LUMO (spin up / spin down): 4.87 / 6.82 eV
- Highest occupied orbital energy (spin up / spin down): -4.3 / -9.1 eV
- Max |F|: 0.1409 hartree/bohr
- 2S+1: 3

Each line ends with the natural charge from an NBO analysis.
Positions of all 23 atoms, in Å:
1 C -1.310254 -0.568859 -0.148569  0.24
2 C -0.185636 -2.184005 0.698742  0.39
3 C 0.743117 -1.110901 0.478381  -0.18
4 C 1.994956 0.760313 -0.190336  -0.60
5 C 0.728759 0.926503 -0.426001  0.11
6 C 1.073522 -4.162898 1.168428  0.53
7 C 0.004856 2.732928 -0.821212  -0.17
8 N -1.419334 -1.771946 0.384089  -0.51
9 N -0.038901 -0.102787 -0.013930  -0.37
10 N -0.029306 -3.394208 1.368220  -0.59
11 O 2.137548 -3.757338 0.733786  -0.57
12 F 1.047635 3.562463 -0.697265  -0.37
13 P -0.526176 2.713259 -2.590468  0.34
14 P -0.797766 3.049290 0.816172  0.30
15 S 2.412637 -0.816885 0.428073  0.58
16 H -2.030021 0.059283 -0.680469  0.22
17 H 2.842660 1.221975 -0.505459  0.23
18 H 1.026094 -5.036051 1.692999  0.13
19 H -0.911840 -3.832387 1.600707  0.42
20 H -1.495965 1.723752 -2.511494  -0.03
21 H -1.571824 3.616049 -2.317912  -0.02
22 H -1.691811 4.113940 0.754586  -0.03
23 H -2.002951 2.258511 0.778932  -0.04

Cartesian forces (eV/Å) of the 2 atoms listed first:
C -0.694 0.874 -0.050
C -0.273 0.745 0.765

Computed, not measured: 2 unconnected molecules or ions with the total composition C7H8INO2 at a distorted geometry, with ωB97M-V/def2-TZVPD.

Calculated values
- Gap between HOMO and LUMO: 8.29 eV
- Highest occupied orbital energy: -8.3 eV
- Max |F|: 0.1396 hartree/bohr
- 2S+1: 1

Each line ends with the natural charge from an NBO analysis.
Positions of all 19 atoms, in Å:
1 C 1.708632 1.152709 0.295990  -0.29
2 C 0.485627 1.613252 -0.006309  -0.19
3 C 1.780299 0.335695 1.477877  0.06
4 C -1.038354 -0.858543 -0.507475  0.89
5 C -0.439024 0.592131 2.014154  -0.37
6 C -0.729707 0.932520 0.602552  -0.26
7 C -0.615487 -1.787541 -2.552786  -0.26
8 N 0.813802 -0.018037 2.236597  -0.37
9 O -1.294358 -1.779727 0.208963  -0.56
10 O -0.719246 -0.647565 -1.758433  -0.50
11 I -2.596475 1.850444 0.165788  0.15
12 H 2.593218 1.555587 -0.119336  0.22
13 H 0.367149 2.344922 -0.868699  0.23
14 H 2.739970 -0.151435 1.578986  0.18
15 H -0.495448 1.378652 2.895310  0.24
16 H -1.182436 -0.191317 2.444898  0.24
17 H -1.097453 -1.689054 -3.406277  0.19
18 H -0.798739 -2.712125 -1.938434  0.21
19 H 0.518031 -1.920568 -2.763365  0.19

Cartesian forces (eV/Å) of the 2 atoms listed first:
C -1.803 1.260 1.116
C -0.985 0.231 -2.150

Computed, not measured: a single C7H8N2 molecule at a distorted geometry, with ωB97M-V/def2-TZVPD.

Calculated values
- Gap between HOMO and LUMO: 9.00 eV
- Highest occupied orbital energy: -8.1 eV
- Max |F|: 0.0953 hartree/bohr
- 2S+1: 1

Each line ends with the natural charge from an NBO analysis.
Positions of all 17 atoms, in Å:
1 C 2.010432 1.261052 -0.333541  -0.33
2 C 2.582759 0.007020 -0.145446  -0.04
3 C 0.667456 1.080472 0.035109  -0.13
4 C 0.462101 -0.189192 0.469105  0.09
5 C -1.157789 1.094235 0.231026  0.44
6 C -1.055310 -0.357805 0.608557  -0.34
7 C -1.602463 -1.241730 -0.449575  -0.60
8 N -1.854849 2.032639 -0.118398  -0.64
9 N 1.648215 -0.941705 0.307447  -0.55
10 H 2.206345 2.128961 -0.888296  0.23
11 H 3.621085 -0.218367 -0.063614  0.20
12 H -1.446159 -0.621888 1.602077  0.23
13 H -1.484638 -2.366741 -0.116913  0.22
14 H -1.069940 -1.102609 -1.412238  0.23
15 H -2.746462 -0.958524 -0.559868  0.21
16 H -2.924890 2.069331 -0.008055  0.36
17 H 2.144111 -1.675156 0.842626  0.42

Cartesian forces (eV/Å) of the 2 atoms listed first:
C -0.873 -1.401 -0.254
C -0.590 0.980 0.195